A.
Below is the molecule C4H4F2, with properties calculated with the ωB97M-V functional and the def2-TZVPD basis.

Computed properties:
SMILES: C#CC(C)(F)F
HOMO: -0.40943 Eh
Orbital gap: 12.17 eV

Geometry as ORCA input:
```
! RIJCOSX wB97M-V def2-TZVPD def2/J DEFGRID3
* xyz 0 1
C -0.39182 0.62525 2.26487
C -0.43789 0.24080 1.13728
C -0.00672 -0.11773 -0.27118
C -0.25240 -1.43839 -0.94981
F 1.34896 0.12074 -0.30667
F -0.47337 0.80989 -1.14277
H -0.35711 1.01956 3.26690
H -1.33005 -1.59234 -1.04686
H 0.21376 -2.19051 -0.31548
H 0.12611 -1.47195 -1.94655
*
```

---

B.
Below is the molecule C4H4F2, with properties calculated with the ωB97M-V functional and the def2-TZVPD basis.

Computed properties:
SMILES: F/C=C\C=C/F
HOMO: -0.32324 Eh
Orbital gap: 9.47 eV

Geometry as ORCA input:
```
! RIJCOSX wB97M-V def2-TZVPD def2/J DEFGRID3
* xyz 0 1
F -2.23602 -0.67100 -0.16294
C -1.74832 0.60311 -0.05731
C -0.39902 0.87641 0.27181
C 0.27830 -0.36861 0.22241
C 1.56585 -0.66504 0.08389
F 2.51260 0.33837 -0.22692
H -2.37570 1.46671 -0.32828
H 0.20198 1.83965 0.22362
H -0.25843 -1.24291 0.46687
H 1.76210 -1.74500 0.02167
*
```

---

Least stable = B

---

A.
Below is a structure of composition IZn, with properties calculated with the ωB97M-V functional and the def2-TZVPD basis.

Computed properties:
HOMO: -0.55156 Eh
Orbital gap: 6.24 eV

Geometry as ORCA input:
```
! RIJCOSX wB97M-V def2-TZVPD def2/J DEFGRID3
* xyz 1 1
Zn 2.76529 9.80841 -18.00448
I 4.11385 11.88768 -19.07753
*
```

---

B.
Below is a structure of composition IZn, with properties calculated with the ωB97M-V functional and the def2-TZVPD basis.

Computed properties:
HOMO: -0.55379 Eh
Orbital gap: 6.39 eV

Geometry as ORCA input:
```
! RIJCOSX wB97M-V def2-TZVPD def2/J DEFGRID3
* xyz 1 1
Zn -1.26094 -0.33078 -0.10991
I 1.26094 0.33078 0.10991
*
```

---

Least stable = A